[1]
Molecular formula: C2ClF4NO2
Method: DFT, ωB97M-V/def2-TZVPD

Geometry (Å):
Cl (-1.111787, 1.988044, 0.199693)
F (-0.783245, 0.303202, -1.730774)
F (2.098084, -0.135896, -1.071209)
F (1.581043, -0.938817, 0.887877)
F (1.898015, 1.208887, 0.638468)
O (-1.384628, -1.747219, -0.309154)
O (-1.713811, -0.496487, 1.423365)
N (-1.352990, -0.709284, 0.295417)
C (1.511302, 0.090432, 0.077788)
C (-0.741982, 0.437139, -0.411474)

Cartesian forces (eV/Å) of the 3 atoms listed first:
-0.202 -0.181 -0.257
-0.362 0.104 0.524
-0.004 0.090 0.311

Results
**Orbital gap (spin up / spin down)**: 9.003 / 9.004 eV
**Molecular weight**: 181.47 Da
**Electronic energy**: -1140.9192 Ha
**Spin multiplicity**: 1
**Max |F|**: 4.21 eV Å⁻¹
**Total charge**: 0
**E_HOMO (spin up / spin down)**: -10.34 / -10.34 eV
**LUMO level (spin up / spin down)**: -1.335 / -1.334 eV
**ΔE to the lowest compared entry with this formula, charge and spin**: 221.7 kJ/mol

Atom charges from the Löwdin analysis, given in e for atoms 1 to 4:
1. Cl 0.802
2. F 0.061
3. F 0.186
4. F 0.181

=====

[2]
Molecular formula: C2ClN2P
Method: DFT, ωB97M-V/def2-TZVPD

Geometry (Å):
Cl (1.898788, 0.605629, 0.954569)
P (1.200598, -0.317300, -0.667235)
N (-0.832265, -1.926233, 0.541978)
N (-1.584845, 1.772640, -0.399225)
C (-0.015380, -1.250629, 0.114878)
C (-0.666896, 1.115893, -0.544966)

Cartesian forces (eV/Å) of the 3 atoms listed first:
0.888 0.041 0.479
-2.555 3.299 -0.258
-0.588 -0.685 0.411

Results
**Orbital gap**: 9.201 eV
**Molecular weight**: 118.46 Da
**Electronic energy**: -987.1849 Ha
**Spin multiplicity**: 1
**Max |F|**: 4.89 eV Å⁻¹
**Total charge**: 0
**E_HOMO**: -11.56 eV
**LUMO level**: -2.359 eV
**ΔE to the lowest compared entry with this formula, charge and spin**: 157.2 kJ/mol

Atom charges from the Löwdin analysis, given in e for atoms 1 to 4:
1. Cl 0.246
2. P 0.617
3. N 0.140
4. N 0.013